Record 1
116
Properties=species:S:1:pos:R:3:forces:R:3 method="wB97M-V/def2-TZVPD" total_charge=0 e_homo_ev=-8.8 e_tot_ev=-263668.5437 max_force_ha_per_bohr=0.08002
C 4.046 -1.857 -2.132 -0.17 0.60 0.25
C 2.544 -1.633 -1.851 0.54 -0.90 0.16
C 2.219 -1.876 -0.354 -0.29 -0.12 -0.25
Br 2.192 -3.847 -0.171 0.14 0.35 0.28
C 0.824 -1.254 -0.031 0.22 0.74 -0.51
O -0.026 -1.839 -0.988 -0.84 0.36 0.53
C 0.836 0.324 -0.158 0.04 -0.02 0.34
C 2.121 0.950 0.442 0.39 -0.79 0.09
C 3.300 1.191 -0.532 0.62 1.51 0.72
C 2.929 1.866 -1.875 0.41 -1.37 -0.49
C 4.254 2.178 0.210 -1.01 0.17 0.12
C -0.495 0.985 0.361 -0.11 -0.16 -0.97
C -1.624 0.604 -0.659 -0.71 0.22 0.28
O -2.419 -0.527 -0.261 0.04 -0.35 -0.57
C -3.675 -0.533 -0.835 0.96 -0.56 1.82
O -3.696 -0.490 -2.292 0.13 2.13 -0.95
C -4.452 0.695 -2.781 -3.67 0.54 -1.40
C -5.403 0.166 -3.878 0.34 -0.99 0.97
O -6.618 -0.315 -3.315 -0.10 0.23 -0.16
C -0.449 2.524 0.156 0.38 0.25 -0.53
O -0.292 2.742 -1.271 0.07 -1.22 0.45
N -0.597 4.119 -1.535 0.01 0.99 -0.17
O 0.352 4.772 -1.457 -0.12 0.06 -0.08
C -0.875 0.655 1.819 -0.76 0.50 0.69
C -2.297 1.228 2.180 0.83 -1.39 0.84
C -3.294 0.166 2.598 -2.45 1.91 -1.08
C -4.696 0.864 2.667 0.67 -0.08 -0.06
F -3.039 -0.293 3.949 0.32 -0.76 0.42
P 0.226 1.383 3.167 0.18 1.10 0.72
S -0.004 3.295 3.318 0.16 0.42 -0.01
O -0.982 -0.768 2.106 1.19 0.10 -1.33
S 0.276 -1.668 1.669 0.96 -3.76 1.36
O 1.370 -1.587 2.592 0.17 2.09 -0.15
O -0.227 -3.011 1.674 -1.46 0.37 -0.91
H 4.668 -1.486 -1.309 -0.24 -0.17 -0.30
H 4.275 -2.917 -2.264 -0.05 0.14 -0.09
H 4.333 -1.281 -3.018 0.04 -0.30 0.01
H 2.198 -0.665 -2.212 0.13 -0.02 0.20
H 2.025 -2.417 -2.407 -0.31 0.43 -0.02
H 3.007 -1.545 0.317 -0.12 0.04 -0.05
H -0.787 -2.251 -0.548 0.18 -0.06 -0.11
H 0.806 0.493 -1.238 0.20 0.07 0.19
H 1.960 1.890 0.985 -0.35 -0.07 -0.36
H 2.493 0.264 1.218 -0.04 0.22 -0.05
H 3.902 0.288 -0.649 -0.45 -0.08 -0.33
H 1.865 2.072 -2.009 0.19 0.25 0.21
H 3.204 1.164 -2.679 -0.14 0.26 -0.02
H 3.546 2.745 -2.061 -0.33 0.07 0.18
H 4.512 1.823 1.216 0.29 -0.10 -0.27
H 5.117 2.456 -0.395 0.06 -0.25 0.20
H 3.672 3.101 0.359 0.28 -0.03 -0.04
H -2.315 1.454 -0.802 0.18 -0.10 0.23
H -1.204 0.398 -1.638 0.30 0.00 0.36
H -4.268 0.271 -0.372 -0.03 0.24 -0.85
H -4.117 -1.502 -0.570 0.02 0.04 -0.35
H -5.100 1.192 -2.049 0.50 -0.49 0.51
H -3.829 1.429 -3.253 -0.30 0.56 0.90
H -4.926 -0.719 -4.324 0.09 0.40 -0.27
H -5.577 0.913 -4.659 -0.13 0.04 0.26
H -6.597 -0.240 -2.355 -0.11 0.05 -0.17
H 0.390 3.016 0.648 -0.19 -0.14 0.17
H -1.387 3.015 0.449 0.17 -0.18 0.31
H -2.739 1.801 1.367 0.14 -0.14 0.16
H -2.243 1.917 3.033 0.05 0.19 -0.44
H -3.407 -0.657 1.897 0.74 -0.53 0.74
H -5.086 0.875 3.693 -0.15 -0.17 -0.21
H -4.579 1.924 2.401 -0.23 -0.49 0.06
H -5.397 0.407 1.963 -0.08 -0.09 0.35
H -0.269 0.774 4.352 0.10 -0.48 -0.58
H 1.578 1.008 3.101 -0.37 -0.47 -0.17
Cl 6.662 -1.422 3.153 -0.02 0.08 -0.07
C 6.998 -2.730 2.074 -0.01 -0.06 0.17
C 7.006 -2.558 0.697 -0.01 -0.04 -0.17
Cl 6.694 -1.022 -0.030 0.21 0.20 0.25
C 7.271 -3.637 -0.134 0.03 -0.21 -0.02
C 7.530 -4.885 0.408 -0.01 0.01 0.07
C 7.527 -5.056 1.785 -0.01 0.04 -0.07
C 7.260 -3.980 2.616 0.04 -0.21 -0.05
H 7.275 -3.504 -1.207 -0.02 0.12 0.03
H 7.734 -5.724 -0.244 0.00 0.03 -0.02
H 7.731 -6.029 2.212 -0.01 0.03 0.02
H 7.257 -4.116 3.688 -0.03 0.12 0.00
Al -4.344 -1.048 5.643 0.36 0.33 -0.55
N 5.930 6.001 -3.911 0.14 -0.45 0.11
S 5.109 4.721 -3.496 -2.24 -0.80 0.18
O 5.180 4.335 -2.119 0.54 0.24 -0.08
O 5.036 3.665 -4.457 0.55 0.17 -0.11
F 3.649 5.340 -3.581 0.35 0.43 -0.14
S 7.496 5.779 -3.861 2.48 0.26 0.49
O 8.219 7.006 -3.910 -0.83 0.30 -0.30
O 8.013 4.695 -4.633 -0.73 -0.08 -0.16
F 7.741 5.307 -2.365 -0.27 -0.06 -0.02
C -4.184 6.059 2.047 0.17 0.64 -0.27
F -4.827 7.009 2.737 0.02 -0.33 0.02
F -4.615 6.130 0.773 0.03 -0.23 0.19
F -2.880 6.382 2.041 -0.16 -0.27 0.05
S -4.468 4.389 2.769 -0.46 -0.09 0.77
O -5.899 4.194 2.695 0.11 0.03 -0.36
O -3.950 4.477 4.115 0.25 0.04 -0.24
O -3.706 3.488 1.901 -0.01 0.88 -0.42
C -5.913 -5.964 -0.698 0.11 -0.07 0.14
C -5.771 -4.482 -0.402 -0.04 -0.08 -0.13
O -5.828 -4.162 0.978 -0.12 0.27 0.11
C -4.830 -4.748 1.798 0.20 -0.02 -0.07
C -3.413 -4.355 1.409 -0.11 -0.04 -0.11
H -6.837 -6.352 -0.267 -0.02 0.04 -0.04
H -5.928 -6.135 -1.774 -0.02 0.02 0.01
H -5.087 -6.542 -0.281 0.03 0.01 -0.08
H -6.599 -3.946 -0.868 -0.03 0.06 0.14
H -4.852 -4.082 -0.849 0.06 -0.09 0.00
H -4.944 -5.836 1.818 0.06 -0.01 -0.03
H -5.029 -4.398 2.813 -0.16 0.03 -0.06
H -3.150 -4.715 0.414 0.06 -0.07 0.04
H -2.693 -4.777 2.112 0.03 0.07 -0.02
H -3.301 -3.268 1.405 0.05 0.00 0.08
Cl -2.326 0.281 -3.732 2.28 -2.06 -0.08



Record 2
24
Properties=species:S:1:pos:R:3:forces:R:3 method="wB97M-V/def2-TZVPD" total_charge=0 e_homo_ev=-8.5 smiles="C/C=C/CCCC.O" e_tot_ev=-9563.9292 relative_energy_kcal_mol=54.0 max_force_ha_per_bohr=0.07811
C -0.593 0.887 2.368 1.46 0.77 1.75
C 0.454 1.427 1.360 -1.74 -1.79 -0.86
C -0.321 1.817 0.060 0.41 1.42 0.50
C 0.339 1.454 -1.235 -0.75 -0.33 -3.93
C -0.785 -2.282 -1.632 -2.14 -0.69 1.86
C -0.777 -0.845 -1.267 2.98 1.57 -0.36
C 0.126 0.025 -1.773 0.36 -1.00 1.60
H -1.613 1.234 2.192 0.23 0.30 0.40
H -0.643 -0.178 2.549 -0.05 -0.60 -0.82
H -0.124 1.172 3.342 -1.29 0.28 -0.17
H 1.052 2.187 1.845 0.06 0.33 -0.39
H 1.060 0.546 1.137 0.50 0.46 -0.26
H -0.555 2.940 0.091 0.13 -1.58 -0.09
H -1.259 1.244 0.047 0.12 0.69 0.24
H -0.236 1.841 -2.131 0.01 0.92 1.09
H 1.315 1.863 -1.553 0.01 -0.41 1.06
H -1.101 -2.433 -2.638 -0.15 -0.30 -0.85
H -1.613 -2.643 -0.951 0.74 -0.49 -1.01
H 0.087 -2.896 -1.392 0.15 0.51 -0.04
H -1.255 -0.521 -0.355 -0.52 -0.29 -0.05
H 0.829 -0.327 -2.556 -0.61 0.41 0.33
H 2.145 -1.632 1.611 0.10 -0.26 -0.22
H 0.682 -1.367 1.756 0.20 -0.61 -0.56
O 1.301 -1.936 1.251 -0.24 0.68 0.79



Record 3
16
Properties=species:S:1:pos:R:3:forces:R:3 method="wB97M-V/def2-TZVPD" total_charge=0 e_homo_ev=-9.5 smiles=O[C@H]1C[C@@H]2N[C@@H]2C1 e_tot_ev=-8867.3584 relative_energy_kcal_mol=42.8 max_force_ha_per_bohr=0.01182
C -0.528 -0.352 1.075 0.13 -0.04 0.07
C 0.792 0.378 0.937 -0.14 0.11 0.15
N 1.819 -0.475 0.334 0.30 -0.01 0.04
C 1.126 0.515 -0.498 0.00 0.16 -0.25
C 0.038 -0.105 -1.347 -0.02 -0.02 0.10
C -1.098 -0.450 -0.363 0.14 -0.23 -0.03
O -2.111 0.524 -0.569 -0.05 0.05 0.09
H -0.367 -1.351 1.489 0.05 0.08 -0.01
H -1.195 0.178 1.775 0.00 -0.12 -0.36
H -2.525 0.610 0.288 -0.53 0.27 0.12
H 1.086 1.129 1.666 -0.02 -0.15 -0.12
H 2.740 -0.129 0.582 0.01 -0.05 -0.01
H 1.678 1.373 -0.870 0.00 -0.11 0.07
H 0.402 -0.994 -1.866 0.05 0.08 0.04
H -0.352 0.602 -2.085 0.05 -0.15 0.11
H -1.505 -1.452 -0.550 0.01 0.15 -0.01



Record 4
55
Properties=species:S:1:pos:R:3:forces:R:3 method="wB97M-V/def2-TZVPD" total_charge=0 e_homo_ev=-8.6 e_tot_ev=-44231.9809 relative_energy_kcal_mol=24.7 max_force_ha_per_bohr=0.07104
C 2.097 1.704 0.765 -1.29 -1.07 -1.58
O 2.184 0.626 1.640 -1.70 0.05 2.26
C 1.566 1.119 -0.615 -0.57 2.28 0.83
C 0.100 0.629 -0.416 1.44 0.96 -1.30
C -0.714 0.558 -1.700 -0.61 0.71 -1.66
S -2.499 0.196 -1.442 0.35 0.73 0.64
H 1.428 2.424 1.269 0.45 -0.47 -0.67
H 3.060 2.091 0.621 1.44 1.04 -0.29
H 2.837 -0.033 1.533 1.44 -0.66 -0.95
H 2.314 0.414 -0.918 0.09 -0.79 -0.19
H 1.576 1.905 -1.395 -0.01 -0.15 0.37
H -0.336 1.449 0.142 -0.27 -0.28 0.59
H 0.213 -0.277 0.144 -0.81 -0.69 0.13
H -0.645 1.538 -2.313 0.06 -1.52 1.37
H -0.489 -0.196 -2.471 0.47 0.15 0.79
H -2.650 1.042 -0.383 -0.12 -0.34 -0.55
H 2.029 -1.334 -1.999 -0.77 0.54 -1.80
H 2.188 -1.989 -3.318 0.09 -0.42 -0.74
O 1.711 -1.239 -2.973 0.95 -0.47 2.64
H -1.319 3.482 -2.940 -0.73 -0.83 -0.61
H -0.058 4.219 -2.659 -0.63 0.08 0.38
O -0.978 4.124 -2.338 1.36 0.78 0.33
H -0.572 2.328 3.052 0.07 -0.22 0.28
H -0.078 1.863 4.416 -0.03 -0.21 -0.31
O -0.319 1.520 3.542 0.19 0.11 0.26
H -1.477 0.092 1.544 -1.24 0.73 -0.75
H -2.125 0.502 2.699 -0.57 0.49 0.98
O -2.334 0.559 1.764 1.76 -1.23 0.07
H -2.468 2.815 3.124 0.39 0.88 0.94
H -1.987 3.445 1.960 0.82 1.23 1.63
O -1.911 3.618 2.965 -1.43 -1.86 -2.80
H -0.566 -3.529 -1.629 -0.31 -0.04 0.13
H -2.042 -3.973 -1.470 -0.85 0.45 0.77
O -1.273 -4.066 -2.005 1.12 -0.31 -0.88
H 0.143 4.488 0.867 0.04 0.44 0.14
H -0.617 3.855 -0.303 -0.18 0.16 -0.61
O -0.101 3.651 0.479 -0.28 -0.18 0.23
H 3.568 -2.817 -1.033 0.29 -0.36 -0.23
H 2.762 -2.506 0.190 -0.13 -0.12 -0.15
O 3.223 -2.070 -0.551 -0.25 0.54 0.25
H 1.790 -4.778 1.221 0.62 -1.10 -0.03
H 0.968 -3.614 1.320 0.91 -0.18 -1.39
O 1.713 -3.960 0.747 -0.98 0.91 0.99
H 0.978 -0.025 -4.079 0.14 -0.09 0.39
H 0.161 0.314 -5.298 -0.20 -0.03 -0.57
O 0.343 0.620 -4.415 0.03 0.40 -0.21
H 0.865 -0.546 1.867 0.63 0.06 1.06
H 0.901 -1.709 3.040 0.17 0.87 0.10
O 0.728 -1.479 2.124 -0.81 -1.05 -0.67
H -0.471 -2.863 1.896 -0.22 0.99 0.04
H -1.510 -3.964 1.685 -1.30 -0.31 -0.58
O -0.645 -3.797 2.001 0.90 -0.40 0.88
H -3.184 -2.009 0.482 0.62 0.05 0.27
H -4.354 -1.865 -0.344 -0.26 -0.29 -0.45
O -3.725 -2.551 -0.093 -0.30 0.05 0.23